[1]
Computed, not measured: a molecular structure, C50H47Cl2GeN7OS2Tc in a non-equilibrium geometry, with the ωB97M-V functional and the def2-TZVPD basis.

Calculated values
energy above the lowest of the compared OMol25 structures with the same formula, charge and spin: 12.9 kcal/mol
spin multiplicity: 3
total charge: +3

```
111
Properties=species:S:1:pos:R:3:mulliken_spin:R:1
Tc -1.134 -0.388 0.452 1.837
Cl -3.722 3.420 -1.382 0.002
C -4.219 1.743 -1.390 -0.007
C -5.267 1.281 -2.168 -0.004
C -5.656 -0.035 -2.121 0.009
Cl -6.979 -0.537 -3.092 0.002
C -4.976 -1.016 -1.346 -0.006
C -5.317 -2.328 -1.161 0.006
C -4.589 -3.139 -0.319 -0.002
C -3.440 -2.648 0.320 0.010
N -3.047 -1.409 0.218 -0.011
C -3.862 -0.535 -0.602 0.038
C -3.490 0.823 -0.641 0.031
O -2.402 1.171 0.106 -0.010
H -5.838 1.963 -2.721 0.000
H -6.062 -2.811 -1.745 0.000
H -4.866 -4.172 -0.240 0.000
H -2.816 -3.303 0.957 0.001
S 0.825 0.946 0.508 -0.027
C 1.219 1.264 -1.138 0.013
N 1.990 2.220 -1.568 0.031
C 2.538 2.306 -2.937 -0.002
C 2.594 0.905 -3.518 -0.003
N 1.276 0.251 -3.327 0.032
C 0.928 -0.764 -4.356 0.007
C 1.838 -1.981 -4.182 -0.003
C 1.271 -3.208 -3.742 0.002
C 2.089 -4.314 -3.698 0.001
C 3.446 -4.240 -4.026 0.000
C 4.012 -3.068 -4.481 0.000
C 3.195 -1.955 -4.574 0.000
C 0.593 0.363 -2.211 0.026
S -0.867 -0.453 -1.891 -0.021
C 2.604 3.222 -0.627 -0.003
C 4.069 2.998 -0.411 0.001
C 5.047 3.922 -0.764 0.000
C 6.397 3.561 -0.778 0.000
C 6.813 2.285 -0.373 0.000
C 5.826 1.386 0.000 0.001
C 4.501 1.748 0.084 -0.003
H 3.567 2.712 -2.928 0.000
H 1.941 2.920 -3.637 0.002
H 3.410 0.373 -3.024 0.002
H 2.771 1.028 -4.602 -0.001
H 0.997 -0.255 -5.287 0.000
H -0.107 -1.058 -4.241 0.002
H 0.192 -3.265 -3.390 0.000
H 1.712 -5.311 -3.390 0.000
H 4.070 -5.104 -3.982 0.000
H 5.034 -2.968 -4.808 0.000
H 3.607 -1.040 -4.963 0.000
H 1.985 3.214 0.283 0.004
H 2.430 4.190 -1.081 0.002
H 4.756 4.876 -1.152 0.000
H 7.168 4.254 -1.058 0.000
H 7.846 1.978 -0.360 0.000
H 6.178 0.430 0.391 0.000
H 3.794 0.968 0.434 0.006
C -0.647 -1.224 5.000 -0.002
C -1.793 -1.675 4.316 0.004
C -2.335 -0.928 3.280 0.028
C -1.697 0.311 2.905 -0.032
C -0.535 0.751 3.636 0.040
C -0.047 -0.041 4.712 -0.001
Ge -2.551 1.790 1.990 -0.034
C -1.471 3.424 1.969 0.011
C -1.008 3.789 0.694 -0.014
C -0.534 5.059 0.441 -0.003
C -0.744 6.041 1.434 0.000
C -1.318 5.695 2.640 0.000
C -1.630 4.382 2.956 0.004
C -4.425 2.194 2.129 0.009
C -5.386 1.167 2.050 -0.004
C -6.725 1.418 2.241 0.001
C -7.090 2.725 2.615 -0.001
C -6.163 3.766 2.693 0.001
C -4.827 3.503 2.414 -0.003
H -0.299 -1.868 5.835 0.000
H -2.276 -2.579 4.668 0.000
H -3.222 -1.261 2.742 -0.003
H 0.013 1.678 3.458 0.005
H 0.827 0.321 5.246 0.000
H -1.033 3.025 -0.110 0.005
H -0.169 5.337 -0.496 0.000
H -0.551 7.075 1.290 0.000
H -1.498 6.427 3.396 0.000
H -2.100 4.169 3.894 0.000
H -5.056 0.127 1.833 0.000
H -7.466 0.663 2.215 0.000
H -8.146 2.841 2.837 0.000
H -6.435 4.747 3.073 0.000
H -4.121 4.305 2.521 0.000
C 3.891 -3.724 0.312 0.000
C 3.468 -4.888 1.164 0.000
C 3.181 -6.126 0.399 0.001
C 2.286 -4.462 2.105 -0.002
N 1.270 -3.657 1.431 0.005
C 0.896 -2.449 1.722 0.051
N 0.015 -2.085 0.800 -0.052
N -0.197 -3.183 0.010 0.013
N 0.579 -4.116 0.395 0.005
H 4.765 -4.009 -0.256 0.000
H 4.136 -2.861 0.959 0.000
H 3.051 -3.478 -0.305 0.001
H 4.222 -5.178 1.972 0.000
H 2.395 -5.957 -0.340 0.000
H 2.788 -6.983 1.006 0.000
H 4.062 -6.516 -0.174 0.000
H 2.687 -3.819 2.952 0.001
H 1.760 -5.292 2.586 -0.001
H 1.330 -1.787 2.427 0.004
```

---

[2]
Computed, not measured: a molecular structure, C30H17N3O11V, with the ωB97M-V functional and the def2-TZVPD basis.

Calculated values
energy above the lowest of the compared OMol25 structures with the same formula, charge and spin: 8.6 kcal/mol
total charge: -1

```
62
Properties=species:S:1:pos:R:3:mulliken_charge:R:1
V 1.028 -0.396 0.357 -1.489
O 4.416 -0.310 -1.761 -0.668
C 3.540 0.158 -1.083 0.019
O 2.501 -0.577 -0.680 -0.666
C 3.551 1.587 -0.650 0.618
C 4.599 2.382 -1.083 -0.706
C 4.645 3.714 -0.723 -0.400
C 3.662 4.286 0.068 -0.543
C 2.641 3.486 0.516 -0.160
C 2.534 2.121 0.165 0.466
O 1.522 1.413 0.563 0.457
N 1.637 4.101 1.392 0.944
O 1.313 5.247 1.139 -0.606
O 1.222 3.446 2.323 -0.536
N 5.755 4.550 -1.184 1.040
O 6.603 4.031 -1.880 -0.625
O 5.763 5.716 -0.837 -0.641
H 5.369 1.946 -1.703 0.632
H 3.698 5.332 0.331 0.617
O -4.317 -4.074 -3.215 -0.735
C -4.818 -3.380 -2.314 0.398
O -5.922 -2.807 -2.246 -0.771
C -3.895 -3.126 -1.096 0.387
C -4.359 -2.478 0.038 -0.537
C -3.463 -2.121 1.037 -0.539
N -2.152 -2.317 0.948 -0.256
C -1.721 -2.969 -0.135 0.871
C -2.541 -3.430 -1.151 -0.645
C -0.242 -3.110 -0.291 -0.147
O 0.340 -4.006 -0.817 -0.561
O 0.449 -2.026 0.203 0.049
H -5.409 -2.224 0.097 0.518
H -3.808 -1.615 1.934 0.399
H -2.144 -3.948 -2.013 0.533
C -2.639 -1.265 -3.796 -0.403
C -1.254 -1.478 -3.640 -0.941
C -0.582 -0.961 -2.567 -0.291
C -1.270 -0.198 -1.594 0.511
C -0.661 0.300 -0.412 1.822
C -1.337 1.074 0.491 -0.223
C -2.710 1.342 0.284 -1.194
C -3.346 0.833 -0.810 -0.694
C -2.652 0.061 -1.777 0.801
C -3.319 -0.500 -2.891 -0.829
H -3.172 -1.746 -4.604 0.300
H -0.724 -2.084 -4.363 0.426
H 0.480 -1.149 -2.450 0.419
H -0.845 1.472 1.371 0.442
H -3.249 1.939 1.008 0.404
H -4.406 1.004 -0.960 0.416
H -4.390 -0.368 -2.985 0.279
C 1.349 -0.705 5.106 -0.565
C 2.371 -0.093 4.392 -0.715
C 2.286 0.013 3.012 -0.245
C 1.184 -0.516 2.350 1.350
C 0.162 -1.144 3.054 -0.067
C 0.248 -1.223 4.440 -0.756
H 1.412 -0.776 6.184 0.374
H 3.230 0.316 4.910 0.394
H 3.075 0.517 2.468 0.297
H -0.689 -1.568 2.531 0.534
H -0.548 -1.703 4.995 0.440
```

---

[3]
Computed, not measured: a single H2INS molecule in a non-equilibrium geometry, with the ωB97M-V functional and the def2-TZVPD basis.

Calculated values
energy above the lowest of the compared OMol25 structures with the same formula, charge and spin: 55.4 kcal/mol

```
5
Properties=species:S:1:pos:R:3:mulliken_charge:R:1
N -0.597 -0.716 -0.392 -0.448
S 0.602 0.231 -0.407 0.037
I 0.734 1.040 1.931 -0.075
H -0.501 -1.907 -0.475 0.246
H -0.237 1.353 -0.657 0.240
```

---

[4]
Computed, not measured: 2 unconnected molecules or ions with the total composition C4H9NO in a non-equilibrium geometry, with the ωB97M-V functional and the def2-TZVPD basis.

Calculated values
energy above the lowest of the compared OMol25 structures with the same formula, charge and spin: 85.8 kcal/mol
SMILES: C=NC(=C)C.O

```
15
Properties=species:S:1:pos:R:3:mulliken_charge:R:1
C -1.177 0.870 0.846 -0.249
N -1.624 -0.098 0.004 -0.470
C -1.044 -0.515 -1.239 0.547
C -1.956 -0.854 -2.201 -0.688
C 0.479 -0.620 -1.273 -1.272
H -0.366 1.613 0.920 0.256
H -1.878 0.832 1.799 0.214
H -3.020 -0.849 -1.837 0.294
H -1.731 -0.636 -3.237 0.272
H 0.652 -1.062 -0.363 0.419
H 0.824 -1.373 -1.962 0.359
H 0.991 0.292 -1.298 0.318
O 3.751 0.846 3.024 -0.633
H 3.860 1.624 2.527 0.308
H 4.210 0.184 2.439 0.325
```

---

[5]
Computed, not measured: 2 unconnected molecules or ions with the total composition C4H11N3O2 in a non-equilibrium geometry, with the ωB97M-V functional and the def2-TZVPD basis.

Calculated values
energy above the lowest of the compared OMol25 structures with the same formula, charge and spin: 33.0 kcal/mol
SMILES: [H]/N=C(\N)NC.CC(=O)O

```
20
Properties=species:S:1:pos:R:3:mulliken_charge:R:1
H 0.040 2.857 -0.885 0.189
N -0.290 2.219 -1.595 -0.704
C -0.743 1.121 -1.138 0.538
N -0.968 0.757 0.153 -0.344
N -1.355 0.280 -2.099 -0.262
C -1.238 0.630 -3.492 -0.821
H -1.332 -0.095 0.441 0.187
H -1.101 1.415 0.899 0.142
H -1.179 -0.676 -1.828 0.216
H -1.913 1.438 -3.789 0.234
H -1.553 -0.263 -4.018 0.350
H -0.280 1.089 -3.741 0.296
C 2.382 -1.642 2.590 -1.105
C 1.163 -1.045 1.992 0.859
O 0.522 -0.098 2.339 -0.487
O 0.562 -1.990 1.186 -0.476
H 2.145 -2.581 3.093 0.295
H 2.838 -0.996 3.334 0.323
H 3.170 -1.925 1.894 0.318
H -0.003 -1.560 0.530 0.252
```

---

[6]
Computed, not measured: a molecular structure, C10H10BrF5NO2RhS2 in a non-equilibrium geometry, with the ωB97M-V functional and the def2-TZVPD basis.

Calculated values
energy above the lowest of the compared OMol25 structures with the same formula, charge and spin: 54.2 kcal/mol

```
32
Properties=species:S:1:pos:R:3:mulliken_charge:R:1
Rh 0.141 -0.231 0.284 0.164
O -3.810 1.808 -4.118 -0.521
C -2.929 1.535 -3.144 1.122
C -3.091 1.958 -1.821 -0.619
C -2.129 1.647 -0.886 -0.605
N -1.045 0.918 -1.170 -0.297
C -0.907 0.505 -2.433 0.217
Br 0.626 -0.556 -2.714 -0.106
C -1.785 0.791 -3.453 -0.485
H -4.556 2.323 -3.784 0.309
H -3.954 2.534 -1.519 0.300
H -2.228 1.986 0.134 0.460
H -1.602 0.441 -4.456 0.452
C 4.140 -3.549 1.469 -0.782
O 3.418 -2.595 0.702 -0.278
C 3.114 -1.442 1.269 0.358
S 3.417 -1.011 2.843 -0.276
S 2.480 -0.211 0.269 -0.300
H 4.502 -4.294 0.763 0.230
H 3.491 -4.022 2.211 0.329
H 4.978 -3.066 1.976 0.371
C -0.788 -2.169 0.516 -0.937
H -1.780 -2.114 0.063 0.311
H -0.871 -2.374 1.586 0.313
H -0.172 -2.922 0.019 0.295
F 0.466 0.476 3.202 -0.239
C -0.056 1.058 2.075 0.371
F -1.416 1.159 2.324 -0.270
C 0.464 2.496 1.994 0.822
F 0.190 3.259 3.064 -0.265
F -0.092 3.118 0.933 -0.247
F 1.786 2.542 1.805 -0.195
```